The following is a DFT calculation (wB97M-V/def2-TZVPD) of a 15-piece molecular cluster, C5H43N2O14 overall at a distorted geometry.

The geometry in ORCA input format:
```
! wB97M-V def2-TZVPD RIJCOSX def2/J DEFGRID3
* xyz 1 1
N -0.09944 0.89468 0.50692
C -0.36224 -0.48593 0.30151
C -1.88008 -0.62661 -0.33425
N -2.69253 -0.04695 0.76354
C -2.98980 -1.02349 1.88637
C -2.50567 -0.34895 3.20744
C -3.94484 0.49033 0.37222
H 0.38205 1.03353 1.43794
H 0.45956 1.25595 -0.25931
H -1.05766 1.36282 0.40976
H 0.33907 -1.16553 -0.35950
H -0.48949 -1.03322 1.25397
H -2.54378 -1.50764 -0.67443
H -1.83368 0.00706 -1.28118
H -2.39647 -1.96976 1.70073
H -4.06089 -1.16574 1.85124
H -2.95343 0.72717 3.12423
H -3.00152 -0.86878 3.92127
H -1.43429 -0.46995 3.26922
H -4.30576 0.90378 1.38710
H -4.67011 -0.20132 -0.14513
H -3.63191 1.35208 -0.26058
H 3.65014 -2.15674 1.64088
H 3.86276 -2.19039 0.15397
O 4.06009 -1.74670 0.84265
H 2.02785 2.84349 2.88927
H 0.53349 2.92479 2.51846
O 1.18119 2.31312 2.91482
H 3.70302 -0.90525 -1.42266
H 4.80129 0.29606 -1.16789
O 3.83914 0.04115 -1.39842
H -0.83876 -2.59409 3.55377
H 0.46022 -3.38538 3.30471
O 0.07095 -2.57260 3.26036
H -3.54125 2.85909 1.46665
H -3.04490 3.61916 0.16705
O -2.80135 3.19860 0.91913
H 2.86659 0.76634 1.54584
H 2.99958 0.64821 0.08760
O 2.66097 1.25793 0.69557
H 2.14546 -1.52355 -1.01420
H 2.93441 -3.07262 -1.13906
O 2.36568 -2.35600 -1.45303
H 2.92361 1.75436 -1.42285
H 3.71516 2.66028 -0.54081
O 3.12381 2.73805 -1.19047
H 1.70531 2.39818 -4.16805
H 1.73694 2.95322 -2.87640
O 1.65924 2.09146 -3.31230
H -1.24951 -1.79203 -3.31725
H -1.98602 -3.31164 -2.64546
O -1.82112 -2.25713 -2.54244
H -0.03086 -4.00316 -0.46696
H 0.38287 -3.49910 0.99263
O 0.22769 -3.27610 0.09681
H -0.42117 4.21719 0.87350
H 0.54953 4.02721 0.03197
O 0.26848 3.49598 0.79924
H -0.84278 0.56987 -3.23221
H 0.33549 1.55432 -2.89901
O -0.47317 1.16204 -2.50285
H 0.52468 -2.96686 -3.87155
H 1.22855 -1.83103 -3.97085
O 0.17962 -2.06329 -4.27922
*
```

Properties
**ΔE to the lowest compared entry with this formula, charge and spin**: 172.5 kcal per mole
**HOMO**: -10.86 eV
**Orbital gap**: 0.3028 Ha

The following is a DFT calculation (wB97M-V/def2-TZVPD) of C5H8O as an isolated structure.

The geometry in ORCA input format:
```
! wB97M-V def2-TZVPD RIJCOSX def2/J DEFGRID3
* xyz 0 1
O 0.49549 -1.99749 -1.53716
C 0.69628 -1.07358 -0.69920
C 0.07254 -0.88056 0.63709
C -0.18467 0.59838 0.95222
C -1.11178 1.26758 -0.06063
C 1.48663 -0.46349 -1.64077
H -0.85193 -1.46961 0.65769
H 0.75305 -1.31787 1.38057
H -0.61514 0.66421 1.95808
H 0.77294 1.13224 0.98856
H -1.28453 2.31560 0.20300
H -2.08497 0.76428 -0.09550
H -0.67597 1.23865 -1.06520
H 2.53207 -0.77834 -1.67874
*
```

Properties
**ΔE to the lowest compared entry with this formula, charge and spin**: 90.2 kcal per mole
**HOMO**: -8.90 eV
**Orbital gap**: 0.3525 Ha

The following is a DFT calculation (wB97M-V/def2-TZVPD) of C37H74CrN4O7SbSi as an isolated structure.

The geometry in ORCA input format:
```
! wB97M-V def2-TZVPD RIJCOSX def2/J DEFGRID3
* xyz 2 4
Cr -0.85906 -0.52056 0.45968
O 0.62575 0.92317 0.95232
H 1.44813 0.43285 1.18073
H 0.86626 1.36657 0.11605
O -2.49957 0.80796 1.11063
H -3.20203 1.08771 0.50596
H -2.24755 1.61115 1.59073
C -3.40167 8.75234 -6.31076
C -3.21088 8.01914 -5.00648
C -4.20300 7.99184 -4.03285
C -4.04488 7.26993 -2.85744
C -2.87708 6.56010 -2.62828
N -2.75486 5.79091 -1.42216
C -2.48836 4.46656 -1.26735
O -2.44134 3.93203 -0.16264
N -2.31633 3.72673 -2.43660
C -1.94539 2.39631 -2.48865
C -2.02088 1.67839 -3.68182
C -1.61820 0.35589 -3.70291
C -1.17385 -0.24885 -2.54443
N -1.14465 0.41694 -1.38099
C -1.48234 1.71649 -1.36456
C -1.84638 6.62500 -3.56394
C -2.02192 7.33949 -4.74108
H -4.40598 9.16649 -6.39407
H -3.23784 8.08023 -7.15486
H -2.68607 9.57213 -6.40711
H -5.12680 8.53634 -4.19812
H -4.84188 7.24968 -2.11939
H -3.05570 6.22817 -0.56787
H -2.54897 4.18358 -3.30437
H -2.37840 2.16075 -4.58667
H -1.64838 -0.20897 -4.62600
H -0.79278 -1.26070 -2.54398
H -1.40784 2.25047 -0.43493
H -0.89636 6.14043 -3.35948
H -1.20964 7.38463 -5.46181
N -2.29497 -1.92705 -0.28174
H -2.83693 -2.42932 0.40953
H -1.73071 -2.62957 -0.75811
H -2.94085 -1.55277 -0.96544
C 3.30832 1.76271 -1.93725
C 2.59012 0.67465 -2.72928
C 1.68671 1.33496 -3.75848
C 3.58031 -0.23114 -3.45183
O 1.72816 -0.06036 -1.81598
Si 2.03289 -1.30537 -0.77081
O 0.61008 -1.55293 -0.01133
O 3.05357 -0.72388 0.37807
C 4.46111 -0.95409 0.73677
C 5.38193 -0.95931 -0.48410
C 4.83489 0.19798 1.65559
C 4.58079 -2.28857 1.45964
O 2.64421 -2.63890 -1.43481
C 2.14050 -3.87318 -1.98712
C 3.25395 -4.44007 -2.84895
C 0.88988 -3.61768 -2.82258
C 1.81048 -4.81516 -0.83373
H 4.06322 2.24920 -2.55780
H 3.79683 1.34415 -1.05725
H 2.59623 2.52688 -1.60468
H 2.27211 2.03045 -4.36622
H 0.88952 1.89676 -3.26032
H 1.24596 0.58960 -4.42032
H 4.20916 0.37208 -4.10791
H 3.05040 -0.96160 -4.06658
H 4.22410 -0.76629 -2.75500
H 5.49018 0.03810 -0.91583
H 5.01358 -1.64739 -1.24592
H 6.37511 -1.29617 -0.18023
H 4.55501 1.14942 1.19433
H 5.91249 0.20785 1.83155
H 4.32744 0.11438 2.62125
H 4.17145 -3.09099 0.83582
H 4.04377 -2.26243 2.40624
H 5.62985 -2.50976 1.66230
H 3.49182 -3.75571 -3.66622
H 2.95811 -5.40175 -3.27569
H 4.15113 -4.58729 -2.24469
H 1.06634 -2.82500 -3.55554
H 0.05739 -3.32711 -2.16854
H 0.60495 -4.52708 -3.35647
H 2.71000 -5.03771 -0.25239
H 1.39453 -5.75288 -1.21001
H 1.07718 -4.33809 -0.17209
C -3.28679 0.13684 4.29957
C -1.79141 -0.09971 4.51838
C -1.55527 -0.61972 5.93570
C -0.99421 1.18361 4.28258
Sb -1.07159 -1.58180 3.02835
C -2.49478 -3.28252 3.00459
C -2.58982 -3.98947 4.35522
C -3.88766 -2.71873 2.65601
C -1.96576 -4.27832 1.93725
C 0.80985 -2.42738 3.81671
C 1.83454 -1.29349 3.76960
C 0.65931 -2.95712 5.24060
C 1.18693 -3.55433 2.85636
H -3.59319 1.02199 4.86979
H -3.87875 -0.70391 4.66744
H -3.54700 0.30576 3.25517
H -2.07805 0.03339 6.64630
H -0.49709 -0.61009 6.20231
H -1.93889 -1.63171 6.08064
H -1.35794 1.96230 4.96405
H -1.09113 1.56461 3.26186
H 0.06947 1.05067 4.48439
H -2.87401 -3.31008 5.16195
H -1.65848 -4.48879 4.62712
H -3.36643 -4.76321 4.29092
H -3.88799 -1.88339 1.94971
H -4.39053 -2.35857 3.55271
H -4.51417 -3.51995 2.24574
H -1.50633 -5.14231 2.42038
H -1.20360 -3.86318 1.27273
H -2.78661 -4.66561 1.32147
H 1.51145 -0.41713 4.33351
H 2.06023 -1.00303 2.73874
H 2.77034 -1.63876 4.22749
H 0.70232 -2.15649 5.98003
H 1.49447 -3.63763 5.44807
H -0.26137 -3.51711 5.40106
H 1.23166 -3.20506 1.82384
H 0.49149 -4.39490 2.92522
H 2.18125 -3.92950 3.12205
*
```

Properties
**ΔE to the lowest compared entry with this formula, charge and spin**: 5.3 kcal per mole
**HOMO (alpha / beta)**: -12.77 / -12.77 eV
**Orbital gap (alpha / beta)**: 0.2611 / 0.2701 Ha

The following is a DFT calculation (wB97M-V/def2-TZVPD) of one molecule with the formula C4H6N2O.

The geometry in ORCA input format:
```
! wB97M-V def2-TZVPD RIJCOSX def2/J DEFGRID3
* xyz 0 1
C 0.72090 -1.14187 1.52620
C 0.16913 -0.33128 0.40343
C 0.10483 -0.52643 -0.96344
C -0.49856 0.66535 -1.43476
O -0.73754 1.09372 -2.69087
N -0.80955 1.49699 -0.46327
N -0.37354 0.88035 0.64781
H -0.08245 -1.51075 2.17267
H 1.39477 -0.52835 2.13553
H 1.28556 -1.99620 1.14969
H 0.45024 -1.39444 -1.50965
H -1.01283 2.00902 -2.51018
H -0.61096 1.28390 1.53685
*
```

Properties
**ΔE to the lowest compared entry with this formula, charge and spin**: 21.6 kcal per mole
**HOMO**: -8.71 eV
**Orbital gap**: 0.3537 Ha
**SMILES**: Cc1cc(O)n[nH]1